(1)
Formula: C5H7NO
Source: OMol25
Level of theory: ωB97M-V/def2-TZVPD

The geometry in XYZ format:
```
14
Properties=species:S:1:pos:R:3:forces:R:3
C -1.238169 -1.573161 -1.640677 -0.16 0.03 -0.13
N -0.152161 -1.452718 -0.686356 0.07 0.46 0.26
C 0.108259 -0.347019 -0.166099 0.02 -0.43 -0.08
O -0.438926 0.932121 -0.353630 -0.02 0.07 -0.18
C 0.666344 1.502565 0.406001 0.16 0.43 -0.05
C 0.507397 1.064217 1.806695 -0.12 0.33 0.01
C 1.148062 0.138704 0.773174 0.21 -0.17 -0.05
H -0.874431 -2.097589 -2.531329 -0.05 0.10 0.16
H -2.026179 -2.195122 -1.200589 0.11 0.12 -0.08
H -1.669808 -0.611861 -1.943581 0.03 -0.12 0.04
H 1.129918 2.399337 0.024778 0.10 -0.18 -0.13
H -0.539964 1.070112 2.071784 -0.01 -0.81 0.40
H 1.206604 1.365609 2.582078 -0.12 0.30 -0.29
H 2.173054 -0.195195 0.857750 -0.22 -0.15 0.13
```
Positions in Å, forces in eV/Å.

Lowest unoccupied orbital energy = 1.07 eV
Gap between HOMO and LUMO = 10.7 eV
Electronic energy = -324.625117 Ha

---

(2)
Formula: C5H7NO
Source: OMol25
Level of theory: ωB97M-V/def2-TZVPD

The geometry in XYZ format:
```
14
Properties=species:S:1:pos:R:3:forces:R:3
C -1.977521 -0.067642 -0.476575 -0.05 -0.02 0.00
C -0.574194 -0.042089 0.086594 -0.02 0.23 -0.19
C 0.467646 -0.960499 -0.265930 0.11 -0.06 0.06
C 1.727051 -0.402204 -0.004453 0.08 -0.11 -0.05
N 2.942241 -0.740655 -0.046037 -0.27 0.13 0.02
O 1.371829 1.018695 0.509213 -0.12 0.04 -0.06
C 0.100762 1.178076 0.452600 0.09 -0.11 0.09
H -2.621230 0.680553 -0.002823 0.10 -0.10 -0.06
H -1.941656 0.126118 -1.551671 0.01 -0.03 0.15
H -2.423213 -1.053154 -0.321908 0.05 0.14 -0.02
H 0.323080 -1.965122 -0.631080 0.03 0.14 0.06
H 3.584391 0.010025 0.179388 -0.03 -0.05 -0.01
H -0.686440 0.070489 1.282535 -0.01 -0.08 0.07
H -0.336314 2.117703 0.778887 0.02 -0.11 -0.08
```
Positions in Å, forces in eV/Å.

Lowest unoccupied orbital energy = 0.22 eV
Gap between HOMO and LUMO = 7.4 eV
Electronic energy = -324.599331 Ha

---

For the records above, the corresponding ΔE to the lowest compared entry with this formula, charge and spin values read 260.8; 328.5 kJ/mol.